C72H176N12O19 | ωB97M-V/def2-TZVPD

Positions of all 279 atoms, in Å:
1 C 0.3078 4.1792 3.7082
2 C 0.6077 3.4975 5.0857
3 C -0.2295 2.1938 5.1980
4 C 2.0436 2.9597 5.1289
5 C 3.0237 4.1151 5.4805
6 C 2.6754 4.7303 6.8092
7 C 1.2572 5.3713 6.7766
8 C 0.9544 5.6149 8.2333
9 C 1.2518 6.6974 6.0468
10 N 0.3024 4.3612 6.2489
11 O -0.9918 4.7868 6.2559
12 H 0.4919 3.5278 2.8538
13 H -0.7585 4.3694 3.5858
14 H 0.7633 5.1640 3.6049
15 H 0.0221 1.5309 6.0259
16 H -1.2903 2.4329 5.2728
17 H -0.0396 1.4984 4.3804
18 H 2.1304 2.2150 5.9201
19 H 2.3978 2.5877 4.1675
20 H 4.0185 3.7184 5.2777
21 H 3.1000 4.9198 4.7493
22 H 3.4018 5.5301 6.9528
23 H 2.9171 4.0176 7.5977
24 H 1.6494 6.3626 8.6155
25 H 0.9746 4.7554 8.9034
26 H -0.0098 6.0641 8.4713
27 H 1.9257 7.4148 6.5151
28 H 0.2947 7.2099 5.9499
29 H 1.7125 6.5942 5.0643
30 H -1.2640 4.6485 7.1661
31 C 3.4336 -2.1913 -3.6899
32 C 4.4503 -1.9160 -2.5343
33 C 3.9268 -0.7489 -1.7128
34 C 4.4266 -3.2067 -1.6057
35 C 5.0055 -4.5192 -2.1772
36 C 6.4440 -4.2469 -2.5424
37 C 6.6507 -2.9504 -3.4344
38 C 8.1170 -2.5900 -3.2486
39 C 6.4626 -3.2307 -4.9404
40 N 5.8132 -1.7503 -2.9439
41 O 6.0360 -0.6572 -3.6027
42 H 3.3843 -1.2574 -4.2497
43 H 3.7729 -2.9959 -4.3423
44 H 2.3999 -2.3955 -3.4109
45 H 3.7910 0.1522 -2.3109
46 H 2.9370 -1.0077 -1.3366
47 H 4.5201 -0.3718 -0.8798
48 H 4.9645 -2.9412 -0.6957
49 H 3.4105 -3.3711 -1.2469
50 H 4.9947 -5.3941 -1.5271
51 H 4.3655 -4.8265 -3.0043
52 H 6.8080 -5.1367 -3.0560
53 H 6.9647 -4.2405 -1.5848
54 H 8.4958 -2.4751 -2.2330
55 H 8.3878 -1.6879 -3.7972
56 H 8.7377 -3.3557 -3.7140
57 H 7.2737 -3.8746 -5.2806
58 H 6.6114 -2.3888 -5.6165
59 H 5.5218 -3.6515 -5.2952
60 H 6.3322 -0.0833 -2.8924
61 C -1.3803 -1.8056 6.7488
62 O -2.3087 -1.4602 5.7149
63 C -1.9905 -1.9804 4.3947
64 C -3.2032 -1.7841 3.4681
65 C -4.3587 -2.6980 3.8118
66 N -2.8312 -1.9976 2.1180
67 H -1.7837 -1.3421 7.6491
68 H -0.3759 -1.4107 6.5959
69 H -1.4130 -2.8729 6.9673
70 H -1.0778 -1.4759 4.0775
71 H -1.8177 -3.0486 4.5253
72 H -3.5840 -0.7684 3.5748
73 H -4.2068 -3.7266 3.4848
74 H -5.2824 -2.4350 3.2964
75 H -4.5681 -2.7337 4.8809
76 H -2.1287 -1.3408 1.8093
77 H -3.6543 -1.7536 1.5860
78 C -0.9344 1.0022 1.7470
79 O -0.9731 0.0518 0.6437
80 C -0.1606 0.4812 -0.4709
81 C -0.5108 -0.2480 -1.7959
82 C -0.1856 -1.7105 -1.9242
83 N 0.0836 0.4180 -2.9505
84 H -1.6378 0.6824 2.5158
85 H -1.1305 2.0433 1.4910
86 H 0.0290 0.9518 2.2545
87 H -0.1825 1.5650 -0.5852
88 H 0.8636 0.1186 -0.3843
89 H -1.5882 -0.1714 -1.9421
90 H -0.5782 -2.2014 -2.8148
91 H -0.6492 -2.1256 -1.0293
92 H 0.8729 -1.9569 -1.8406
93 H -0.3165 1.3447 -2.9861
94 H -0.2169 -0.0319 -3.8034
95 C -3.8208 6.4573 -0.3024
96 O -4.0015 6.3147 1.1211
97 C -4.1152 7.5114 2.0019
98 C -2.7885 8.3617 2.1511
99 C -1.6464 7.4800 2.7496
100 N -2.9905 9.4720 3.0892
101 H -2.9398 7.0658 -0.5063
102 H -4.6279 7.0332 -0.7552
103 H -3.7881 5.5225 -0.8620
104 H -5.0044 8.0636 1.6977
105 H -4.4072 7.2316 3.0141
106 H -2.4409 8.7095 1.1783
107 H -0.7402 8.0715 2.8803
108 H -1.6006 6.5233 2.2294
109 H -1.9912 7.1658 3.7347
110 H -3.0497 8.9733 3.9655
111 H -2.1059 9.9567 3.1389
112 C -4.7258 0.6463 -2.0110
113 O -4.8119 0.8160 -0.5748
114 C -4.0583 2.0506 -0.1137
115 C -4.1747 2.3128 1.4120
116 N -3.4779 3.5412 1.8016
117 C -3.2682 3.7337 3.2672
118 C -4.5700 3.7393 4.0847
119 O -5.0774 2.4808 4.4068
120 C -4.3192 1.6235 5.2557
121 H -5.1800 1.5016 -2.5112
122 H -5.3738 -0.1902 -2.2728
123 H -3.7095 0.4778 -2.3672
124 H -4.3451 2.8942 -0.7415
125 H -3.0248 1.9938 -0.4554
126 H -3.7878 1.4585 1.9674
127 H -5.2196 2.5251 1.6379
128 H -3.8028 4.3859 1.3533
129 H -2.8562 4.7334 3.4047
130 H -2.5105 3.0708 3.6850
131 H -5.2626 4.3024 3.4591
132 H -4.4756 4.2955 5.0174
133 H -5.0375 0.8589 5.5516
134 H -3.9177 2.1385 6.1284
135 H -3.4374 1.1657 4.8076
136 C 1.4370 3.4405 -6.9031
137 O 2.2167 3.6256 -5.7357
138 C 2.0259 2.6445 -4.6667
139 C 2.9941 2.9318 -3.4783
140 N 3.1841 4.3169 -3.0735
141 C 1.9597 5.0471 -2.7302
142 C 1.1446 4.4482 -1.5034
143 O 0.0336 5.3230 -1.1078
144 C -0.5462 4.8752 0.1088
145 H 1.9542 2.6745 -7.4810
146 H 1.3580 4.3834 -7.4442
147 H 0.3950 3.1953 -6.6976
148 H 2.3095 1.7182 -5.1663
149 H 0.9615 2.5379 -4.4575
150 H 3.9723 2.4929 -3.6745
151 H 2.5617 2.3591 -2.6578
152 H 3.6701 4.8437 -3.7851
153 H 1.2835 5.1562 -3.5781
154 H 2.2583 6.0721 -2.5103
155 H 1.8107 4.0830 -0.7217
156 H 0.7373 3.4768 -1.7836
157 H -1.3913 5.5025 0.3923
158 H 0.1791 5.0185 0.9098
159 H -0.8003 3.8152 0.1057
160 C -2.4729 3.3763 -3.5705
161 O -2.1215 2.0518 -3.8662
162 C -2.3345 1.6601 -5.2411
163 C -2.2442 0.1742 -5.5088
164 N -0.8621 -0.2704 -5.6194
165 C -0.5517 -1.5183 -6.2855
166 C 1.0109 -1.4814 -6.5311
167 O 1.2930 -0.5743 -7.6158
168 C 2.6422 -0.2371 -7.7296
169 H -2.0379 4.0731 -4.2870
170 H -2.2348 3.7049 -2.5589
171 H -3.5553 3.4824 -3.6415
172 H -1.6451 2.1937 -5.8954
173 H -3.2830 2.0442 -5.6166
174 H -2.8279 -0.0238 -6.4078
175 H -2.7570 -0.3747 -4.7190
176 H -0.3281 0.4291 -6.1150
177 H -1.1119 -1.5787 -7.2186
178 H -0.8597 -2.4236 -5.7624
179 H 1.4775 -2.4419 -6.7498
180 H 1.5014 -1.1979 -5.5999
181 H 3.0660 -0.8881 -8.4942
182 H 3.3249 -0.3540 -6.8879
183 H 2.6680 0.7889 -8.0967
184 C -2.9985 -8.4238 0.1972
185 O -2.1517 -8.3153 -0.9829
186 C -1.8351 -6.9310 -1.3357
187 C -0.9774 -6.8637 -2.6691
188 N -0.8688 -5.4640 -2.9886
189 C 0.0483 -5.0866 -4.0899
190 C -0.2672 -5.7601 -5.3982
191 O -0.3797 -4.6688 -6.3844
192 C -0.8175 -4.9377 -7.7008
193 H -3.2341 -9.4880 0.2000
194 H -3.9815 -7.9530 0.2118
195 H -2.3778 -8.1668 1.0556
196 H -1.4034 -6.2702 -0.5841
197 H -2.8054 -6.4567 -1.4828
198 H -1.3990 -7.4400 -3.4926
199 H -0.0374 -7.3107 -2.3455
200 H -1.7543 -5.0153 -3.1747
201 H 1.0886 -5.2506 -3.8090
202 H 0.0121 -3.9973 -4.1018
203 H -1.2313 -6.2675 -5.3656
204 H 0.5108 -6.5096 -5.5438
205 H -1.9051 -4.8873 -7.6491
206 H -0.5225 -5.9188 -8.0730
207 H -0.4449 -4.1300 -8.3307
208 C 0.5312 -3.2773 1.0389
209 O 0.7378 -3.9522 2.2889
210 C -0.2120 -4.8864 2.7304
211 C 0.2642 -5.5488 4.0460
212 N 0.5553 -4.5580 5.1156
213 C 1.3247 -5.1056 6.2144
214 C 2.8255 -5.0704 5.8993
215 O 3.3159 -3.7657 5.5440
216 C 4.7020 -3.6087 5.5138
217 H 0.2674 -4.0908 0.3630
218 H 1.3929 -2.7405 0.6422
219 H -0.3576 -2.6693 1.2081
220 H -0.3516 -5.6765 1.9927
221 H -1.2093 -4.4499 2.7845
222 H 1.0330 -6.2659 3.7583
223 H -0.4570 -6.2739 4.4231
224 H 1.1546 -3.8030 4.8139
225 H 0.9535 -6.1282 6.2822
226 H 1.1182 -4.5247 7.1133
227 H 3.0204 -5.8060 5.1189
228 H 3.3277 -5.5020 6.7651
229 H 5.1436 -3.5481 6.5085
230 H 5.0153 -2.6506 5.0991
231 H 5.1851 -4.4176 4.9658
232 C 1.9755 -0.9536 4.1910
233 O 2.1244 0.1555 3.4215
234 C 2.6349 -0.1168 2.1593
235 C 3.0632 1.1299 1.3611
236 N 4.2858 1.7258 1.8349
237 C 4.5354 2.9851 1.1489
238 C 5.7933 3.6343 1.7496
239 O 5.3713 4.2889 2.9756
240 C 6.4452 5.0295 3.5830
241 H 1.6140 -0.5742 5.1468
242 H 2.8801 -1.5461 4.3273
243 H 1.1782 -1.5655 3.7691
244 H 1.8301 -0.5598 1.5728
245 H 3.4703 -0.8166 2.1824
246 H 2.2416 1.8416 1.4416
247 H 3.1761 0.8810 0.3059
248 H 4.3446 1.8431 2.8363
249 H 3.7745 3.7575 1.2606
250 H 4.7941 2.7655 0.1130
251 H 6.3091 4.3599 1.1207
252 H 6.5664 2.8968 1.9648
253 H 7.4420 4.5893 3.5566
254 H 6.2312 5.1643 4.6432
255 H 6.5481 6.0041 3.1060
256 C -7.6856 -3.8917 -5.8263
257 O -6.3855 -3.8520 -5.2884
258 C -5.6436 -5.0716 -5.5936
259 C -4.1735 -4.9458 -5.1267
260 N -4.0016 -4.7135 -3.7014
261 C -4.0348 -3.3011 -3.2992
262 C -3.7774 -3.2319 -1.7647
263 O -4.8584 -3.9236 -1.0472
264 C -4.6367 -3.9195 0.3445
265 H -8.0454 -2.8694 -5.7093
266 H -8.3709 -4.4594 -5.1968
267 H -7.7165 -4.1336 -6.8887
268 H -5.8018 -5.3297 -6.6408
269 H -6.1874 -5.8552 -5.0661
270 H -3.7775 -4.1287 -5.7297
271 H -3.6463 -5.8408 -5.4571
272 H -4.7462 -5.0821 -3.1271
273 H -4.9268 -2.7106 -3.5082
274 H -3.1951 -2.8406 -3.8198
275 H -3.7568 -2.1546 -1.5997
276 H -2.7901 -3.5198 -1.4035
277 H -3.6684 -4.3403 0.6154
278 H -5.4805 -4.4252 0.8141
279 H -4.7533 -2.9495 0.8278

Calculated values
SMILES: CC1(C)CCCC(C)(C)N1O.CC1(C)CCCC(C)(C)N1O.COC[C@H](C)N.COC[C@H](C)N.COC[C@H](C)N.COCCNCCOC.COCCNCCOC.COCCNCCOC.COCCNCCOC.COCCNCCOC.COCCNCCOC.COCCNCCOC
ΔE to the lowest compared entry with this formula, charge and spin: 0.0 kJ/mol
LUMO: 0.60 eV
Maximum force: 6.605 eV/A
Total energy: -4934.8474 Ha